DFT (ωB97M-V with the def2-TZVPD basis set) results for a molecular structure, C17H29BaCl2N6O5 in a non-equilibrium geometry.

2S+1 ... 1
Total energy ... -63012.7000 eV
Total charge ... +1
Energy relative to the best compared isomer or geometry (same formula, charge and spin) ... 27.6 kcal/mol

Last column: Mulliken charge in e.
Element x y z (Å)
Ba  -14.939  -8.769  5.652  1.782
N  -15.345  -11.286  4.216  -0.488
C  -15.521  -10.574  2.926  -0.908
C  -14.173  -10.022  2.444  -0.806
N  -13.763  -8.715  3.031  0.481
C  -14.317  -7.571  2.283  -0.177
C  -15.850  -7.504  2.209  -1.441
N  -16.307  -7.295  3.591  -0.170
C  -12.301  -8.619  3.051  -1.052
C  -11.844  -7.527  3.957  0.131
N  -12.134  -8.029  5.319  -0.463
H  -14.856  -12.159  4.058  0.254
H  -16.266  -11.637  4.436  0.207
H  -16.073  -9.669  3.186  0.526
H  -15.959  -11.118  2.092  0.363
H  -14.307  -9.805  1.377  0.344
H  -13.362  -10.711  2.577  0.678
H  -13.861  -7.451  1.257  0.259
H  -14.029  -6.628  2.822  -0.158
H  -16.242  -8.411  1.792  0.326
H  -16.146  -6.772  1.476  0.549
H  -17.286  -6.982  3.500  0.258
H  -15.863  -6.494  4.052  0.063
H  -11.809  -8.540  2.085  0.240
H  -11.938  -9.511  3.505  0.491
H  -12.324  -6.572  3.782  -0.259
H  -10.777  -7.335  3.820  0.406
H  -12.404  -7.302  6.006  0.290
H  -11.335  -8.488  5.755  0.142
O  -18.643  -10.180  8.270  -0.436
C  -17.743  -9.442  7.636  0.601
O  -16.581  -9.773  7.569  -0.577
C  -18.440  -8.250  7.083  -0.652
O  -17.588  -7.368  6.397  -0.254
C  -16.915  -6.439  7.232  -0.225
C  -15.905  -5.631  6.493  0.096
O  -15.878  -4.424  6.612  -0.645
O  -14.992  -6.339  5.836  -0.637
H  -18.215  -10.979  8.596  0.387
H  -19.038  -7.786  7.804  0.413
H  -19.002  -8.626  6.240  0.337
H  -16.400  -7.038  8.047  0.286
H  -17.690  -5.789  7.657  0.389
Cl  -11.981  -12.434  7.506  -0.133
C  -11.430  -10.908  8.053  -0.157
Cl  -12.632  -9.718  8.672  -0.126
H  -10.975  -10.427  7.205  0.077
H  -10.716  -11.038  8.842  0.373
N  -8.557  -5.182  3.356  -0.496
C  -9.488  -4.733  2.849  0.120
C  -10.649  -4.277  2.244  0.453
C  -11.778  -3.869  2.964  -0.348
C  -12.960  -3.631  2.262  -0.390
C  -12.995  -3.760  0.945  -0.357
N  -11.925  -4.154  0.224  -0.604
C  -10.794  -4.439  0.811  -0.209
H  -11.711  -3.657  4.017  0.489
H  -13.832  -3.313  2.792  0.498
H  -13.928  -3.632  0.420  0.425
H  -9.965  -4.878  0.231  0.433

***

DFT (ωB97M-V with the def2-TZVPD basis set) results for a molecular structure, C15H21O16V in a non-equilibrium geometry.

2S+1 ... 4
Total energy ... -74335.8922 eV
Total charge ... +1
Expectation value of S² ... 3.757

Last column: Mulliken charge in e.
Element x y z (Å)
V  2.153  -0.358  -0.282  1.047
O  0.523  -0.549  -0.015  -0.373
H  0.007  -1.412  -0.052  0.190
C  -2.591  -1.529  -2.945  0.177
C  -1.194  -2.038  -3.427  0.099
O  -1.395  -2.379  -4.758  -0.376
C  -2.593  -1.829  -5.175  0.535
O  -3.027  -1.939  -6.239  -0.424
O  -3.216  -1.215  -4.154  -0.348
H  -2.494  -0.633  -2.334  -0.208
H  -3.116  -2.343  -2.470  0.326
H  -0.760  -2.871  -2.816  0.046
H  -0.463  -1.203  -3.436  0.161
C  4.293  4.059  0.930  -0.418
C  2.774  4.026  0.929  -0.182
O  2.609  2.793  0.198  -0.204
C  3.725  2.139  0.107  0.818
O  3.859  1.060  -0.490  -0.782
O  4.765  2.731  0.696  -0.272
H  4.591  4.387  1.928  0.321
H  4.725  4.813  0.308  0.305
H  2.265  4.822  0.380  0.295
H  2.385  3.875  1.948  0.238
C  -1.401  -0.022  3.033  -0.297
C  -0.205  0.822  2.645  0.783
O  0.423  1.059  3.926  -0.391
C  0.023  0.035  4.791  0.515
O  0.500  -0.112  5.849  -0.477
O  -0.984  -0.675  4.258  -0.364
H  -1.618  -0.766  2.239  0.266
H  -2.288  0.579  3.292  0.286
H  -0.484  1.750  2.163  0.210
H  0.456  0.209  2.023  -0.435
C  -2.314  1.835  -0.531  0.090
C  -3.427  2.650  -1.252  -0.314
O  -3.493  3.827  -0.368  -0.345
C  -2.383  3.952  0.328  0.548
O  -2.077  4.908  1.003  -0.540
O  -1.575  2.850  0.164  -0.269
H  -1.627  1.341  -1.254  0.050
H  -2.795  1.171  0.175  0.186
H  -4.377  2.079  -1.401  0.307
H  -3.216  3.020  -2.249  0.276
C  1.841  -5.403  0.475  -0.360
C  0.552  -4.715  -0.050  -0.331
O  0.948  -3.358  -0.218  -0.268
C  2.205  -3.176  0.198  0.679
O  2.742  -2.132  0.355  -0.589
O  2.732  -4.330  0.574  -0.377
H  2.227  -6.174  -0.215  0.269
H  1.804  -5.787  1.489  0.295
H  -0.206  -4.784  0.730  0.294
H  0.193  -5.065  -1.003  0.331

***

DFT (ωB97M-V with the def2-TZVPD basis set) results for 9 unconnected molecules or ions with the total composition C32H50O22S2 in a non-equilibrium geometry.

Structure (SMILES) ... O=S1(=O)OCCO1.O=S1(=O)OCCO1.O=C1CCCO1.O=C1CCCO1.O=C1CCCO1.O=C1CCCO1.O=C1CCCO1.O=C1CCCO1.O=C1CCCO1
2S+1 ... 1
Total energy ... -100703.8895 eV
Total charge ... 0

Last column: Mulliken charge in e.
Element x y z (Å)
O  2.877  2.358  -1.242  -0.174
S  4.070  2.452  -2.017  0.951
O  4.420  1.331  -2.897  -0.575
O  4.149  3.850  -2.922  -0.421
C  5.560  4.156  -3.128  -0.502
C  6.405  3.421  -2.121  -0.262
O  5.360  3.009  -1.177  -0.319
H  5.845  4.256  -4.175  0.358
H  5.594  5.220  -2.893  0.294
H  7.190  4.093  -1.772  0.335
H  6.795  2.493  -2.538  0.258
O  -5.606  -1.268  1.242  -0.445
S  -5.991  0.003  0.657  1.110
O  -7.302  0.152  -0.026  -0.583
O  -5.812  1.295  1.762  -0.364
C  -5.304  2.399  1.128  -0.298
C  -4.621  1.925  -0.181  0.316
O  -4.701  0.523  -0.316  -0.283
H  -6.242  2.898  0.885  0.264
H  -4.735  2.963  1.868  0.289
H  -3.581  2.249  -0.150  -0.355
H  -5.130  2.276  -1.079  0.378
O  -3.395  4.896  -1.126  -0.626
C  -2.170  4.862  -1.282  0.568
C  -0.998  5.302  -0.361  -0.462
C  0.193  4.683  -1.098  0.296
C  -0.279  4.641  -2.540  -0.562
O  -1.594  4.427  -2.497  -0.332
H  -0.977  6.381  -0.513  0.448
H  -1.152  5.064  0.691  0.007
H  0.975  5.409  -0.875  0.455
H  0.373  3.722  -0.616  -0.390
H  -0.023  5.566  -3.057  0.310
H  0.327  3.849  -2.980  0.332
O  -2.004  -2.249  -2.744  -0.571
C  -1.031  -2.444  -3.499  0.541
C  -0.234  -3.719  -3.684  0.168
C  0.838  -3.269  -4.610  -0.775
C  0.861  -1.726  -4.719  -0.132
O  -0.459  -1.415  -4.291  -0.419
H  0.147  -3.895  -2.678  -0.209
H  -0.803  -4.562  -4.078  0.500
H  1.860  -3.472  -4.292  0.375
H  0.766  -3.616  -5.641  0.233
H  1.655  -1.257  -4.137  0.036
H  0.893  -1.254  -5.701  0.309
O  0.935  4.757  2.254  -0.639
C  0.621  3.755  2.953  0.547
C  -0.524  3.609  3.985  -0.624
C  -0.669  2.083  4.026  0.393
C  0.690  1.571  3.764  -0.695
O  1.314  2.521  2.903  -0.283
H  -0.096  3.978  4.917  0.328
H  -1.323  4.266  3.640  0.295
H  -1.094  1.654  4.933  0.470
H  -1.215  1.800  3.126  -0.321
H  1.313  1.461  4.652  0.395
H  0.654  0.564  3.347  0.291
O  -5.916  -2.770  4.189  -0.627
C  -4.908  -2.075  4.369  0.579
C  -3.477  -2.328  4.563  -0.514
C  -2.830  -0.986  4.574  0.410
C  -3.892  0.013  4.571  -0.356
O  -5.070  -0.706  4.437  -0.396
H  -3.324  -2.969  5.432  0.302
H  -3.007  -2.847  3.728  0.172
H  -2.357  -0.674  5.505  0.298
H  -2.318  -0.729  3.647  -0.334
H  -3.967  0.327  5.612  0.340
H  -3.830  0.883  3.916  0.129
O  5.245  -1.930  -3.417  -0.559
C  5.482  -1.840  -2.224  0.450
C  4.589  -1.397  -1.106  1.228
C  5.399  -1.922  0.063  -0.941
C  6.733  -2.595  -0.389  -0.340
O  6.710  -2.414  -1.727  -0.403
H  4.458  -0.320  -0.996  -0.385
H  3.613  -1.882  -1.112  -0.286
H  5.812  -1.077  0.614  0.226
H  4.767  -2.401  0.811  0.440
H  7.523  -1.925  -0.049  0.294
H  6.732  -3.610  0.007  0.244
O  1.462  -2.127  -0.110  -0.693
C  0.701  -1.200  -0.209  0.446
C  0.933  0.276  -0.128  -0.339
C  -0.457  0.753  0.394  2.179
C  -1.442  -0.374  0.059  -0.287
O  -0.583  -1.523  -0.258  -0.297
H  1.760  0.588  0.510  0.474
H  1.069  0.689  -1.128  0.234
H  -0.365  1.089  1.427  -2.191
H  -0.836  1.680  -0.036  -0.115
H  -1.910  -0.773  0.959  0.172
H  -2.268  -0.115  -0.603  0.190
O  -0.648  -6.002  2.315  -0.624
C  -0.892  -5.988  1.119  0.256
C  -0.793  -4.872  0.118  0.657
C  -1.079  -5.634  -1.147  -0.462
C  -1.650  -7.023  -0.784  -0.457
O  -1.377  -7.170  0.572  -0.369
H  -1.589  -4.151  0.305  0.000
H  0.120  -4.278  0.167  0.029
H  -1.743  -4.948  -1.671  0.297
H  -0.246  -5.777  -1.837  0.218
H  -2.732  -7.019  -0.913  0.201
H  -1.212  -7.924  -1.215  0.284